No. 1
Here is C7H13O as an isolated structure from OMol25. Energies are from ωB97M-V with the def2-TZVPD basis set.

The geometry in XYZ format:
```
21
Properties=species:S:1:pos:R:3
C -1.53 2.11 0.09
O -2.65 1.41 -0.10
C -0.43 1.07 0.62
C -0.48 -0.25 -0.13
C 0.60 -1.10 -0.35
C 2.00 -0.90 -0.29
C 2.88 -1.51 0.68
C 0.31 -2.64 -0.42
H -1.61 2.96 0.85
H -0.92 2.52 -0.80
H -0.41 0.75 1.77
H 0.49 1.51 0.42
H -2.91 4.01 -1.16
H -1.43 -0.42 -0.62
H -3.28 4.70 -1.13
H 2.42 -1.75 1.72
H 2.41 -2.19 -0.30
H 3.92 -1.40 0.53
H 0.84 -3.10 0.39
H -0.87 -2.69 -0.41
H 0.64 -3.10 -1.36
```

Calculated values
**2S+1**: 2
**<S²>**: 0.76
**Net charge**: -2

***

No. 2
Here is one molecule with the formula C7H13OP from OMol25. Energies are from ωB97M-V with the def2-TZVPD basis set.

The geometry in XYZ format:
```
22
Properties=species:S:1:pos:R:3
C 0.05 -0.54 1.09
C 0.95 0.10 0.43
C -1.13 -1.84 -0.75
C -1.10 -1.37 0.65
C 2.03 0.99 1.11
C -2.36 -0.58 1.00
C 0.62 1.62 -2.11
O 2.68 -0.09 -1.71
P 1.29 0.07 -1.34
H -0.09 -0.28 2.08
H -0.90 -2.84 -0.88
H -1.61 -1.30 -1.43
H -1.14 -2.18 1.24
H 3.03 0.56 0.80
H 2.05 1.14 2.14
H 1.98 1.98 0.57
H -3.20 -1.11 0.90
H -2.38 0.37 0.63
H -2.18 -0.35 1.99
H 1.28 2.48 -1.81
H 0.46 1.41 -3.10
H -0.33 1.76 -1.51
```

Calculated values
**Net charge**: 0

***

No. 3
Here is a 2-piece molecular cluster, C7H14 overall from OMol25. Energies are from ωB97M-V with the def2-TZVPD basis set.

The geometry in XYZ format:
```
21
Properties=species:S:1:pos:R:3
C 1.22 1.08 -1.54
C -0.08 0.95 -0.61
C 0.10 -0.25 0.25
C -0.86 -1.42 0.13
C -2.81 -1.62 1.73
C -2.34 -1.22 0.35
C -2.30 -2.28 -0.61
H 1.04 1.76 -2.39
H 1.47 0.07 -2.01
H 2.13 1.46 -1.02
H -0.92 0.93 -1.24
H -0.15 1.97 -0.11
H 8.30 4.18 0.28
H 0.48 -0.15 1.22
H 8.95 4.42 0.31
H -0.39 -2.25 0.62
H -2.37 -0.97 2.51
H -3.93 -1.62 1.84
H -2.48 -2.67 1.91
H -2.57 -0.22 0.03
H -2.49 -2.15 -1.66
```

Calculated values
**Net charge**: 0

***

No. 4
Here is one molecule with the formula C7H14 from OMol25. Energies are from ωB97M-V with the def2-TZVPD basis set.

The geometry in XYZ format:
```
21
Properties=species:S:1:pos:R:3
C -1.26 -0.91 -0.56
C -0.41 0.36 -0.72
C -0.80 1.62 -0.02
C -1.82 1.48 1.04
C 1.09 0.17 -0.29
C 1.24 -0.19 1.19
C 1.80 -0.85 -1.17
H -0.89 -1.71 -1.22
H -2.30 -0.72 -0.83
H -1.25 -1.31 0.46
H -0.35 0.61 -1.79
H 1.56 1.15 -0.45
H -2.73 1.74 0.47
H -1.73 2.26 1.81
H -1.99 0.50 1.50
H 2.30 -0.25 1.46
H 0.79 -1.16 1.42
H 0.77 0.56 1.85
H 1.69 -0.62 -2.23
H 2.87 -0.86 -0.94
H 1.42 -1.87 -1.00
```

Calculated values
**Net charge**: 0

***

No. 5
Here is one molecule with the formula C7H14 from OMol25. Energies are from ωB97M-V with the def2-TZVPD basis set.

The geometry in XYZ format:
```
21
Properties=species:S:1:pos:R:3
C 1.55 -0.86 1.01
C 1.18 -0.61 -0.45
C 0.14 0.47 -0.50
C 0.63 1.91 -0.37
C -1.12 0.41 -1.30
C -1.15 0.23 0.22
C -1.66 -1.14 0.66
H 2.34 -1.60 1.11
H 1.88 0.08 1.48
H 0.69 -1.20 1.60
H 2.06 -0.34 -1.05
H 0.78 -1.53 -0.91
H 1.15 2.23 -1.28
H 1.30 2.04 0.49
H -0.23 2.58 -0.23
H -1.40 1.30 -1.87
H -1.35 -0.51 -1.83
H -1.37 1.00 0.96
H -1.42 -1.42 1.69
H -1.30 -1.94 0.00
H -2.75 -1.10 0.57
```

Calculated values
**Net charge**: 0

***

No. 6
Here is a 3-piece molecular cluster, C7H14 overall from OMol25. Energies are from ωB97M-V with the def2-TZVPD basis set.

The geometry in XYZ format:
```
21
Properties=species:S:1:pos:R:3
C -1.58 1.61 0.04
C -1.53 0.12 0.33
C -2.38 -0.85 -0.45
C 0.54 -1.50 0.31
C 1.38 -0.40 0.31
C 2.84 -0.28 0.21
C 1.91 0.47 -0.74
H -0.67 2.07 -0.56
H -2.65 1.84 -0.28
H -1.45 2.15 0.98
H -1.20 -0.12 1.33
H -3.33 -1.01 0.08
H -2.62 -0.55 -1.48
H -1.91 -1.83 -0.50
H 0.68 -2.29 1.08
H 0.28 -1.91 -0.66
H 1.21 1.56 1.64
H 3.30 0.25 1.03
H 3.40 -1.06 -0.31
H 1.84 0.21 -1.80
H 1.96 1.52 -0.55
```

Calculated values
**Net charge**: 0

***

No. 7
Here is C7H14 as an isolated structure from OMol25. Energies are from ωB97M-V with the def2-TZVPD basis set.

The geometry in XYZ format:
```
21
Properties=species:S:1:pos:R:3
C 1.97 -0.67 0.93
C 1.07 -0.61 -0.31
C 0.05 0.50 -0.35
C 0.58 1.93 -0.23
C -1.13 0.38 -1.23
C -1.66 0.23 0.17
C -2.05 -1.20 0.54
H 2.67 -1.51 0.86
H 2.57 0.24 1.05
H 1.37 -0.81 1.84
H 1.70 -0.47 -1.21
H 0.57 -1.57 -0.44
H 1.10 2.16 -1.17
H 1.29 2.09 0.59
H -0.23 2.65 -0.12
H -1.41 1.26 -1.81
H -1.11 -0.53 -1.84
H -0.77 0.62 0.82
H -2.00 -1.35 1.63
H -1.47 -2.00 0.05
H -3.09 -1.36 0.25
```

Calculated values
**Net charge**: 0

***

No. 8
Here is one molecule with the formula C7H14 from OMol25. Energies are from ωB97M-V with the def2-TZVPD basis set.

The geometry in XYZ format:
```
21
Properties=species:S:1:pos:R:3
C 1.52 -1.53 -0.24
C 0.19 -0.94 -0.68
C -0.95 -0.54 0.25
C -0.99 -0.60 1.76
C -0.15 0.51 -0.47
C 0.81 1.37 0.33
C -0.87 1.28 -1.57
H 2.34 -1.05 -0.79
H 1.56 -2.60 -0.45
H 1.72 -1.39 0.83
H -0.15 -1.35 -1.63
H -1.93 -0.73 -0.19
H -1.67 -1.39 2.11
H -1.37 0.35 2.14
H -0.01 -0.77 2.22
H 0.29 2.21 0.81
H 1.58 1.79 -0.32
H 1.32 0.80 1.12
H -1.51 0.61 -2.16
H -1.51 2.06 -1.13
H -0.16 1.76 -2.25
```

Calculated values
**Net charge**: 0

***

No. 9
Here is a 2-piece molecular cluster, C7H14 overall from OMol25. Energies are from ωB97M-V with the def2-TZVPD basis set.

The geometry in XYZ format:
```
21
Properties=species:S:1:pos:R:3
C -1.80 -0.95 -0.68
C -1.30 0.40 -1.09
C -1.20 1.49 -0.32
C -1.55 1.62 1.13
C 1.82 -1.09 -0.23
C 1.52 -0.42 1.08
C 2.90 -0.87 -0.96
H -1.18 -1.74 -1.13
H -2.83 -1.12 -1.03
H -1.79 -1.09 0.41
H -1.00 0.49 -2.13
H -0.80 2.40 -0.78
H -2.30 2.41 1.28
H -0.68 1.91 1.72
H -1.96 0.70 1.55
H 2.14 0.46 1.23
H 1.70 -1.11 1.92
H 0.47 -0.13 1.12
H 3.08 -1.39 -1.89
H 3.66 -0.15 -0.65
H 1.09 -1.83 -0.58
```

Calculated values
**Net charge**: 0

***

No. 10
Here is C7H14 as an isolated structure from OMol25. Energies are from ωB97M-V with the def2-TZVPD basis set.

The geometry in XYZ format:
```
21
Properties=species:S:1:pos:R:3
C 2.35 0.19 -0.89
C 1.84 -0.81 0.14
C 0.61 -0.29 0.89
C -0.46 0.32 0.07
C -3.00 0.61 -0.04
C -1.86 -0.42 0.03
C -0.94 -0.32 -1.16
H 2.72 1.08 -0.35
H 3.18 -0.19 -1.49
H 1.60 0.48 -1.61
H 1.42 -1.71 -0.32
H 2.69 -1.03 0.79
H 1.10 0.69 1.52
H 0.37 -1.01 1.67
H 1.55 1.06 2.05
H -0.48 1.41 0.11
H -2.96 1.23 0.87
H -3.99 0.14 -0.08
H -2.91 1.30 -0.89
H -2.10 -1.43 0.32
H -0.74 -1.29 -1.62
```

Calculated values
**2S+1**: 2
**<S²>**: 0.76
**Net charge**: +1

***

No. 11
Here is C7H14Al2BrClF4IN6NaO20PS as an isolated structure from OMol25. Energies are from ωB97M-V with the def2-TZVPD basis set.

The geometry in XYZ format:
```
59
Properties=species:S:1:pos:R:3
N -3.75 -0.82 0.10
C -3.04 -0.76 -1.03
N -3.04 -1.55 -2.12
C -2.11 -0.99 -2.90
N -1.58 0.09 -2.31
P -0.31 1.13 -2.92
O 1.01 0.13 -3.04
I 0.29 2.82 -1.26
N -2.15 0.26 -1.10
H -3.24 -0.75 0.98
H -4.76 -0.85 0.14
H -1.85 -1.39 -3.89
H 0.62 -0.77 -3.06
H -1.99 0.95 -0.37
N 0.64 -2.29 -0.39
O -0.06 -1.40 0.08
O 0.98 -3.26 0.30
O 1.03 -2.22 -1.61
Al 1.64 -4.33 -2.22
C -3.76 -0.67 5.55
C -2.37 -0.23 5.94
O -1.66 -0.12 4.70
S -2.69 0.35 3.55
O -2.57 1.75 3.38
O -2.58 -0.56 2.46
O -4.05 0.05 4.35
H -3.80 -1.74 5.33
H -4.50 -0.44 6.32
H -1.87 -0.95 6.59
H -2.37 0.75 6.42
C 4.93 -1.27 -1.21
N 4.59 -1.72 0.17
O 3.43 -1.64 0.51
O 5.50 -2.14 0.85
H 4.02 -0.92 -1.69
H 5.65 -0.46 -1.12
H 5.36 -2.11 -1.74
Br -1.06 3.57 1.21
O -5.23 -2.48 -3.87
Cl -5.71 -1.19 -4.34
O -5.56 -0.23 -3.26
O -7.08 -1.31 -4.75
O -4.89 -0.76 -5.47
C 8.95 -0.04 -0.79
O 7.80 -0.54 -0.78
O 9.60 -0.17 0.40
O 9.53 0.52 -1.71
H 8.86 -0.64 0.84
Na -1.73 3.46 -2.96
F -6.62 2.60 -3.24
Al -7.27 2.89 -1.67
F -6.28 4.08 -0.87
F -7.27 1.43 -0.74
F -8.89 3.49 -1.82
C 8.35 2.44 1.96
O 7.73 3.31 2.59
O 9.67 2.71 1.79
O 7.91 1.37 1.48
H 9.64 3.56 2.27
```

Calculated values
**Net charge**: -1

***

No. 12
Here is a 2-piece molecular cluster, C7H14BClINO2 overall from OMol25. Energies are from ωB97M-V with the def2-TZVPD basis set.

The geometry in XYZ format:
```
27
Properties=species:S:1:pos:R:3
C 3.55 1.01 1.80
C 2.81 -0.21 1.88
C 1.77 -1.47 1.51
O 2.13 -1.92 0.13
B 1.33 -1.23 -0.90
I 1.84 0.82 -1.52
O -0.03 -1.08 -0.27
C 0.34 -0.74 1.13
C -1.01 -1.07 2.00
C -2.09 0.15 1.72
C -3.39 -0.33 0.83
Cl -2.55 1.07 3.29
H 3.97 2.11 1.62
H 1.75 -2.31 2.33
H 1.06 -1.88 -1.85
H 0.56 0.39 1.40
H -0.77 -1.23 3.15
H -1.51 -2.07 1.61
H -1.52 0.96 1.05
H -4.32 -0.59 1.53
H -3.74 0.58 0.16
H -3.08 -1.23 0.14
N 0.58 2.05 -4.55
H 0.73 3.04 -4.76
H 0.90 1.48 -5.34
H 1.12 1.79 -3.71
H -0.42 1.88 -4.39
```

Calculated values
**Net charge**: 0

***

No. 13
Here is C7H14ClF3GaO2 as an isolated structure from OMol25. Energies are from ωB97M-V with the def2-TZVPD basis set.

The geometry in XYZ format:
```
28
Properties=species:S:1:pos:R:3
Cl -0.09 -0.56 0.98
C 1.49 -1.36 1.37
C 1.64 -2.72 0.71
C 2.02 -3.82 1.71
Ga 3.77 -3.50 2.75
H 1.52 -1.45 2.45
H 2.28 -0.69 1.09
H 2.41 -2.67 -0.06
H 0.71 -2.99 0.21
H 2.13 -4.73 1.14
H 1.17 -3.96 2.39
H 4.08 -1.90 2.71
H 5.03 -4.24 2.05
H 3.55 -3.97 4.28
C -1.80 2.64 0.34
C -2.17 1.68 -0.78
O -2.84 2.37 -1.86
C -2.07 2.99 -2.73
O -0.88 3.06 -2.74
C -2.96 3.63 -3.82
F -4.01 4.26 -3.28
F -3.41 2.68 -4.65
F -2.25 4.52 -4.53
H -2.69 3.17 0.69
H -1.37 2.09 1.17
H -1.08 3.38 0.00
H -2.87 0.93 -0.43
H -1.29 1.16 -1.15
```

Calculated values
**Net charge**: -1

***

No. 14
Here is an isolated ion of composition C7H14N and charge +1 from OMol25. Energies are from ωB97M-V with the def2-TZVPD basis set.

The geometry in XYZ format:
```
22
Properties=species:S:1:pos:R:3
C 2.69 0.29 0.57
C -2.25 -0.11 0.63
C 1.41 0.49 0.78
C 0.07 -1.78 0.42
C 0.27 -0.45 -1.68
C -1.11 1.74 -0.13
C 0.11 -0.37 -0.11
N -1.13 0.35 0.15
H 3.30 1.06 1.07
H 3.21 -0.32 -0.15
H -2.41 -1.18 0.86
H -3.05 0.67 0.84
H 0.99 0.93 1.68
H 1.09 -2.17 0.71
H -0.34 -2.48 -0.41
H -0.61 -1.92 1.27
H 1.01 -1.17 -1.98
H -0.78 -0.71 -1.95
H 0.62 0.49 -2.22
H -1.42 2.28 -1.10
H -0.01 2.14 -0.04
H -1.63 2.23 0.78
```

Calculated values
**Net charge**: +1

***

No. 15
Here is C7H14N as an isolated structure from OMol25. Energies are from ωB97M-V with the def2-TZVPD basis set.

The geometry in XYZ format:
```
22
Properties=species:S:1:pos:R:3
C 0.84 1.66 -1.29
C 1.32 0.91 -0.08
C -0.13 1.25 0.45
C -0.46 0.65 1.81
C -1.03 -0.60 1.96
C -0.91 -1.67 1.08
C -1.41 -3.00 1.44
N 0.55 1.04 -2.36
H 1.09 2.73 -1.27
H 3.00 0.65 -4.47
H 1.48 -0.13 -0.34
H 2.16 1.36 0.43
H -0.28 2.31 0.65
H -0.77 1.32 2.60
H -1.86 -0.75 2.65
H -0.61 -1.49 0.05
H -0.75 -3.78 1.06
H -1.55 -3.09 2.52
H -2.42 -3.16 1.04
H -0.97 0.93 -0.16
H -0.15 1.62 -2.83
H 2.87 1.22 -4.93
```

Calculated values
**Net charge**: +1

***

No. 16
Here is an isolated ion of composition C7H14N and charge +1 from OMol25. Energies are from ωB97M-V with the def2-TZVPD basis set.

The geometry in XYZ format:
```
22
Properties=species:S:1:pos:R:3
C -1.74 -0.74 -0.40
C -1.38 0.39 -1.00
C -0.04 -0.64 0.43
C -0.03 0.71 -0.44
C -0.18 -0.56 1.90
C 0.68 -1.77 -0.30
C 1.07 0.72 -1.45
N -0.05 1.85 0.60
H -2.47 -1.53 -0.45
H -1.84 0.89 -1.73
H -0.28 -1.58 2.41
H -1.00 -0.07 2.21
H 0.78 0.02 2.21
H 0.24 -2.03 -1.15
H 0.59 -2.65 0.44
H 1.66 -1.57 -0.40
H 1.41 1.70 -1.65
H 0.81 0.53 -2.47
H 2.02 0.18 -1.19
H -0.81 2.44 0.35
H 0.87 2.32 0.51
H -0.30 1.39 1.56
```

Calculated values
**Net charge**: +1

***

No. 17
Here is an isolated ion of composition C7H14N and charge +1 from OMol25. Energies are from ωB97M-V with the def2-TZVPD basis set.

The geometry in XYZ format:
```
22
Properties=species:S:1:pos:R:3
C 1.65 -0.66 0.19
C 0.81 0.61 0.30
C -0.66 0.46 0.03
C -1.48 -0.22 0.82
C -1.14 -0.88 2.13
C -1.48 2.20 -1.54
C -1.17 0.94 -1.30
N 1.87 -1.12 -1.20
H 1.15 -1.44 0.73
H 2.57 -0.55 0.76
H 1.30 1.43 -0.21
H 0.96 0.90 1.35
H -2.53 -0.30 0.56
H -0.22 -0.51 2.59
H -1.93 -0.76 2.87
H -1.06 -1.94 1.92
H -1.50 2.96 -0.76
H -1.81 2.54 -2.51
H -1.18 0.20 -2.10
H 2.36 -2.02 -1.22
H 0.98 -1.30 -1.68
H 2.51 -0.53 -1.73
```

Calculated values
**Net charge**: +1

***

No. 18
Here is an isolated ion of composition C7H14N and charge +2 from OMol25. Energies are from ωB97M-V with the def2-TZVPD basis set.

The geometry in XYZ format:
```
22
Properties=species:S:1:pos:R:3
C 2.39 -0.29 0.57
C 1.28 -0.35 -0.41
C 0.31 0.90 -0.38
C -1.14 0.61 -0.70
C -1.68 0.55 -1.94
C -1.57 0.46 1.78
C -1.94 0.44 0.50
N 0.38 -1.54 -0.04
H 2.25 -0.47 1.71
H 3.33 -0.83 0.40
H 2.74 0.87 0.79
H 1.74 -0.52 -1.49
H 0.34 1.57 0.47
H 0.62 1.51 -1.26
H -2.68 0.45 -2.32
H -0.90 0.74 -2.67
H -2.40 0.62 2.51
H -0.53 0.26 2.10
H -3.02 0.53 0.27
H -0.30 -1.14 0.64
H 1.02 -2.40 0.26
H -0.25 -1.96 -0.80
```

Calculated values
**2S+1**: 2
**<S²>**: 0.79
**Net charge**: +2

***

No. 19
Here is one molecule with the formula C7H14N2 from OMol25. Energies are from ωB97M-V with the def2-TZVPD basis set.

The geometry in XYZ format:
```
23
Properties=species:S:1:pos:R:3
C -0.07 -0.21 0.53
C -1.51 0.50 0.85
C 0.75 -0.18 1.84
C -0.33 -1.68 0.14
C 0.68 0.54 -0.55
N -2.48 0.48 -0.24
C 1.86 -0.25 -1.23
C 0.54 1.80 -0.98
N 2.09 -0.33 -2.49
H -2.08 0.88 -1.08
H -2.74 -0.48 -0.47
H 1.36 0.16 -3.02
H -1.36 1.53 1.17
H -1.95 -0.03 1.70
H 2.56 -0.75 -0.53
H 1.71 -0.69 1.72
H 0.59 -2.27 0.12
H 0.96 0.85 2.15
H 0.21 -0.68 2.65
H -1.00 -2.16 0.86
H -0.79 -1.75 -0.85
H 1.18 2.22 -1.75
H -0.18 2.48 -0.55
```

Calculated values
**Net charge**: 0

***

No. 20
Here is a 2-piece molecular cluster, C7H14N2 overall from OMol25. Energies are from ωB97M-V with the def2-TZVPD basis set.

The geometry in XYZ format:
```
23
Properties=species:S:1:pos:R:3
C 2.02 2.66 -1.20
C 2.88 2.11 -0.06
H 2.65 3.12 -1.95
H 1.45 1.91 -1.76
H 1.25 3.35 -0.85
H 2.25 2.07 0.83
H 3.22 1.10 -0.27
H 3.73 2.72 0.22
C -1.68 -2.46 -0.24
C -3.17 -2.14 -0.46
C -0.79 -1.38 0.27
C -1.10 -0.07 0.51
C 0.87 -0.59 1.39
N 0.43 -1.67 0.83
N 0.00 0.46 1.14
H -1.54 -3.41 0.27
H -1.36 -2.76 -1.25
H -3.55 -2.78 -1.25
H -2.04 0.43 0.33
H 1.78 -0.41 1.93
H -0.12 1.30 1.69
H -3.44 -1.10 -0.56
H -3.75 -2.45 0.42
```

Calculated values
**Net charge**: 0

***

Max |F| readings, ordered: 4.2 4.7 7.3 0.4 0.8 2.5 1.4 0.2 0.3 4.3 3.3 9.8 0.6 5.8 4.8 7.0 1.5 5.8 2.3 2.0 eV/A
E readings, ordered: -9506.478 -18802.068 -7478.116 -7482.681 -7485.263 -7477.254 -7482.837 -7485.524 -7484.730 -7471.992 -196635.084 -34364.398 -84632.367 -8966.313 -8963.876 -8965.522 -8968.215 -8954.277 -10465.128 -10465.836 eV